Molecular formula: C5H7NO
Method: DFT, ωB97M-V with the def2-TZVPD basis set

Values from the calculation:
Highest occupied orbital energy in eV: -9.5084
LUMO level in eV: 1.0213
Charge: 0
Spin multiplicity: 1
Energy above the lowest of the compared OMol25 structures with the same formula, charge and spin in eV: 4.551
HOMO-LUMO gap in eV: 10.53

Structure (XYZ):
```
14
C5H7NO | OMol25 | ωB97M-V with the def2-TZVPD basis set
C -1.647 -0.839 -0.265
N -1.771 0.603 0.001
C -0.468 0.014 -0.070
C 0.683 0.181 0.921
C 1.712 -0.253 -0.135
C 0.688 0.656 -0.815
O 0.818 1.553 0.383
H -1.900 -1.540 0.528
H -1.968 -1.137 -1.260
H -2.038 0.813 0.958
H 0.696 0.004 1.999
H 1.820 -1.298 -0.433
H 2.666 0.265 -0.004
H 0.690 1.046 -1.834
```